Formula: C5H5NO
Source: OMol25
Level of theory: the ωB97M-V functional and the def2-TZVPD basis

Each line ends with the Löwdin charge.
Geometry (Å):
C: 0.56 1.60 -1.31  0.175
C: 0.65 1.21 -0.16  -0.062
C: 0.30 -0.29 -0.15  -0.349
C: 1.52 -1.06 0.05  -0.187
N: 2.50 -1.66 0.19  0.164
C: -0.81 -0.52 0.87  -0.252
O: -1.90 0.32 0.61  -0.050
H: 0.43 1.68 -2.36  0.070
H: -0.11 -0.59 -1.13  0.144
H: -0.37 -0.37 1.87  0.132
H: -1.16 -1.55 0.77  0.132
H: -1.61 1.23 0.76  0.085

- energy (eV) = -8799.086
- HOMO-LUMO gap (eV) = 10.2
- structure (SMILES) = C#C[C@@H](C#N)CO

***

Formula: C27H18Cl2N4OTaTe
Source: OMol25
Level of theory: the ωB97M-V functional and the def2-TZVPD basis

Each line ends with the Löwdin charge.
Geometry (Å):
Ta: -1.91 -1.06 -0.20  1.599
Cl: 0.54 -4.56 -2.50  0.854
C: 0.78 -4.18 -0.86  -0.566
C: 1.70 -4.91 -0.07  -0.057
C: 1.88 -4.61 1.25  -0.561
Cl: 2.99 -5.53 2.18  0.850
C: 1.17 -3.54 1.89  -0.133
C: 1.30 -3.14 3.23  0.062
C: 0.55 -2.07 3.69  0.016
C: -0.33 -1.42 2.82  -0.078
N: -0.48 -1.78 1.55  -0.023
C: 0.27 -2.83 1.09  -0.180
C: 0.09 -3.17 -0.25  -0.311
O: -0.83 -2.36 -0.87  -0.341
H: 2.25 -5.72 -0.53  0.134
H: 1.97 -3.66 3.89  0.126
H: 0.63 -1.73 4.71  0.137
H: -0.93 -0.59 3.18  0.134
Te: -3.51 -3.12 0.44  1.248
C: -5.41 -2.59 1.14  -0.636
C: -5.74 -2.85 2.47  -0.141
C: -7.06 -2.68 2.86  -0.036
C: -8.01 -2.27 1.93  -0.019
C: -7.66 -2.01 0.62  -0.039
C: -6.34 -2.16 0.20  -0.150
H: -5.00 -3.18 3.19  0.103
H: -7.34 -2.87 3.88  0.128
H: -9.04 -2.15 2.25  0.129
H: -8.41 -1.69 -0.10  0.127
H: -6.07 -1.94 -0.82  0.096
N: 2.92 3.71 -2.94  0.192
C: 3.86 4.68 -2.77  -0.146
C: 4.62 5.42 -3.68  0.011
C: 5.50 6.32 -3.11  -0.014
C: 5.66 6.48 -1.71  -0.031
C: 4.94 5.73 -0.82  0.022
C: 4.02 4.80 -1.37  -0.192
N: 3.21 3.93 -0.72  0.214
C: 2.55 3.29 -1.68  -0.272
C: 1.58 2.30 -1.37  -0.076
C: 0.90 1.53 -2.35  0.036
C: -0.03 0.62 -1.95  -0.120
N: -0.35 0.41 -0.63  -0.184
C: 0.32 1.15 0.31  -0.111
C: 1.26 2.07 -0.01  0.039
H: 2.57 3.37 -3.82  0.170
H: 4.56 5.30 -4.75  0.125
H: 6.09 6.94 -3.77  0.126
H: 6.37 7.21 -1.35  0.122
H: 5.02 5.85 0.25  0.127
H: 1.10 1.63 -3.40  0.130
H: -0.55 0.02 -2.68  0.123
H: 0.06 0.97 1.34  0.103
H: 1.76 2.64 0.76  0.133

- energy (eV) = -70160.504
- HOMO-LUMO gap (spin up / spin down) (eV) = 3.5 / 3.5
- charge = +3

***

Formula: C20H37Cl4F3InN5O8S2
Source: OMol25
Level of theory: the ωB97M-V functional and the def2-TZVPD basis

Each line ends with the Löwdin charge.
Geometry (Å):
In: 2.28 0.10 3.09  1.104
N: 0.70 -0.08 0.67  -0.261
S: 0.90 0.40 -0.77  0.443
O: 0.13 1.51 -1.26  -0.252
O: 1.22 -0.59 -1.75  -0.230
F: 2.33 1.11 -0.44  -0.203
S: -0.93 -0.53 0.48  0.505
O: -1.25 -1.40 -0.60  -0.310
O: -1.92 0.44 0.87  -0.279
F: -0.91 -1.47 1.75  -0.167
C: 0.26 -4.42 -4.99  0.030
C: -1.05 -3.91 -4.48  -0.477
O: -2.08 -4.35 -4.98  0.141
N: -1.10 -2.85 -3.64  0.109
C: -2.35 -2.25 -3.29  -0.052
H: 0.64 -3.79 -5.79  0.102
H: 0.25 -5.44 -5.36  0.098
H: 0.94 -4.35 -4.13  0.089
H: -0.25 -2.37 -3.37  0.153
H: -3.20 -2.45 -3.93  0.105
H: -2.37 -1.16 -3.21  0.067
H: -2.54 -2.51 -2.24  0.075
C: -2.71 1.51 3.88  0.013
C: -1.66 0.62 4.54  -0.527
O: -0.55 0.46 4.04  -0.108
N: -1.98 0.16 5.76  0.021
C: -1.01 -0.44 6.64  -0.060
H: -3.48 1.84 4.57  0.082
H: -3.18 0.98 3.05  0.069
H: -2.25 2.38 3.42  0.083
H: -2.95 0.20 6.04  0.142
H: -1.41 -0.76 7.59  0.093
H: -0.19 0.27 6.72  0.093
H: -0.49 -1.32 6.24  0.087
C: 4.36 -1.72 -0.92  0.023
C: 3.51 -2.40 0.14  -0.523
O: 3.17 -1.75 1.14  -0.132
N: 3.11 -3.65 -0.09  0.036
C: 2.12 -4.36 0.68  -0.054
H: 5.30 -1.38 -0.49  0.095
H: 3.83 -0.81 -1.20  0.061
H: 4.59 -2.39 -1.74  0.084
H: 3.60 -4.21 -0.76  0.144
H: 2.09 -5.41 0.39  0.094
H: 1.12 -3.95 0.53  0.084
H: 2.28 -4.32 1.76  0.095
C: 3.60 4.94 2.31  0.026
C: 2.52 3.99 1.83  -0.503
O: 2.39 2.85 2.24  -0.081
N: 1.54 4.54 1.07  0.076
C: 0.38 3.78 0.67  -0.035
H: 3.67 5.84 1.69  0.081
H: 4.54 4.41 2.14  0.090
H: 3.47 5.28 3.33  0.099
H: 1.64 5.49 0.77  0.152
H: 0.09 3.16 1.52  0.103
H: 0.73 3.16 -0.17  0.075
H: -0.47 4.38 0.34  0.091
C: 4.98 3.35 -1.64  -0.991
Cl: 5.70 4.92 -1.21  0.504
Cl: 3.74 3.58 -2.90  0.490
H: 5.83 2.80 -2.03  0.025
H: 4.50 2.92 -0.78  0.002
C: -3.49 -4.14 1.93  -0.993
Cl: -2.14 -5.31 1.90  0.511
Cl: -3.43 -3.04 0.57  0.575
H: -4.43 -4.68 1.95  0.035
H: -3.38 -3.57 2.84  0.026
F: -1.86 2.91 -0.76  0.162
C: -2.59 2.40 -1.72  -0.164
C: -3.13 1.15 -1.54  0.080
C: -3.89 0.60 -2.56  -0.009
C: -4.01 1.30 -3.77  0.058
C: -3.40 2.57 -3.96  0.017
C: -2.71 3.14 -2.94  0.074
H: -2.86 0.54 -0.68  0.086
H: -4.29 -0.40 -2.51  0.128
H: -4.50 0.82 -4.60  0.140
H: -3.48 3.06 -4.92  0.137
H: -2.21 4.10 -2.98  0.145

- energy (eV) = -130236.639
- HOMO-LUMO gap (eV) = 1.9
- charge = +2

***

Formula: C48H45IIrN5O5S2
Source: OMol25
Level of theory: the ωB97M-V functional and the def2-TZVPD basis

Each line ends with the Mulliken spin population.
Geometry (Å):
Ir: 0.83 0.02 0.88  0.549
O: 1.25 2.82 3.76  0.012
C: 1.62 1.97 2.98  0.004
O: 0.68 1.25 2.39  0.013
C: 3.10 1.78 2.75  -0.003
C: 3.88 2.76 3.38  0.003
C: 5.25 2.77 3.32  0.000
C: 5.90 1.76 2.61  0.001
C: 5.16 0.79 1.98  0.001
C: 3.75 0.76 2.03  0.011
S: 3.05 -0.59 1.19  -0.016
H: 3.34 3.53 3.92  0.000
H: 5.82 3.55 3.81  0.000
H: 6.98 1.75 2.53  0.000
H: 5.66 0.02 1.40  -0.001
C: -5.80 0.28 -1.45  0.000
C: -5.85 -0.05 0.02  -0.001
C: -7.06 -0.23 0.67  0.000
C: -7.12 -0.53 2.03  0.000
C: -5.94 -0.63 2.75  0.000
C: -4.72 -0.45 2.12  -0.002
C: -4.66 -0.18 0.76  0.000
N: -3.45 0.02 0.07  -0.001
C: -2.19 -0.25 0.58  -0.014
N: -2.07 -1.47 1.14  0.012
C: -1.13 -1.92 2.09  -0.023
C: 0.12 -1.31 2.24  0.043
C: 0.90 -1.73 3.31  0.015
C: 0.51 -2.78 4.13  -0.012
C: -0.68 -3.44 3.89  0.025
C: -1.52 -3.01 2.87  -0.018
C: -2.83 -3.72 2.63  -0.001
N: -1.22 0.60 0.50  0.006
C: -1.58 1.91 0.03  0.002
C: -1.62 2.18 -1.33  0.004
C: -2.04 3.42 -1.80  0.000
C: -2.43 4.39 -0.89  0.000
C: -2.40 4.12 0.46  0.002
C: -1.98 2.88 0.96  -0.003
C: -2.03 2.60 2.43  0.002
H: -6.79 0.23 -1.89  0.000
H: -5.14 -0.41 -1.98  0.000
H: -5.41 1.28 -1.62  0.000
H: -7.98 -0.14 0.10  0.000
H: -8.08 -0.67 2.51  0.000
H: -5.97 -0.84 3.81  0.000
H: -3.81 -0.50 2.70  0.001
H: -3.46 0.79 -0.59  0.000
H: -2.88 -2.06 1.01  -0.002
H: 1.85 -1.25 3.49  0.001
H: 1.16 -3.09 4.95  -0.001
H: -0.98 -4.29 4.50  0.001
H: -2.93 -4.57 3.31  0.000
H: -2.91 -4.11 1.61  0.000
H: -3.70 -3.06 2.80  0.000
H: -1.31 1.41 -2.02  -0.001
H: -2.05 3.62 -2.86  0.000
H: -2.75 5.37 -1.24  0.000
H: -2.72 4.87 1.17  0.000
H: -2.41 3.47 2.97  0.000
H: -1.04 2.34 2.82  0.002
H: -2.69 1.76 2.64  -0.001
C: 2.31 0.75 -4.80  -0.006
C: 1.09 -0.14 -4.63  0.020
N: 1.39 -1.37 -3.92  -0.001
C: 1.76 -2.52 -4.73  0.002
C: 0.57 -3.44 -5.00  0.000
C: 1.35 -1.47 -2.56  -0.010
S: 1.04 -0.02 -1.70  0.213
N: 1.66 -2.67 -2.08  -0.005
C: 1.49 -2.95 -0.79  0.020
O: 0.90 -2.27 0.07  0.073
C: 2.02 -4.28 -0.34  0.011
C: 2.39 -5.26 -1.25  0.001
C: 2.87 -6.48 -0.80  0.000
C: 2.98 -6.72 0.56  0.001
C: 2.61 -5.74 1.47  0.000
C: 2.12 -4.52 1.02  0.000
H: 2.06 1.64 -5.37  0.000
H: 3.11 0.22 -5.32  -0.001
H: 2.69 1.06 -3.82  0.003
H: 0.68 -0.42 -5.60  0.000
H: 0.31 0.40 -4.09  -0.006
H: 2.55 -3.07 -4.22  0.000
H: 2.16 -2.13 -5.66  0.000
H: 0.19 -3.84 -4.06  0.000
H: 0.87 -4.27 -5.65  0.000
H: -0.24 -2.89 -5.50  0.000
H: 2.30 -5.05 -2.31  0.000
H: 3.15 -7.24 -1.51  0.000
H: 3.36 -7.67 0.91  0.000
H: 2.71 -5.92 2.53  0.000
H: 1.83 -3.75 1.72  -0.001
I: 1.44 8.36 -2.82  0.000
C: 1.76 6.43 -2.06  0.000
C: 0.81 5.87 -1.22  -0.001
C: 1.02 4.58 -0.73  0.002
C: 2.16 3.87 -1.09  -0.005
C: 3.10 4.45 -1.93  -0.001
C: 2.90 5.73 -2.43  0.000
C: 2.39 2.45 -0.59  0.015
O: 3.46 1.91 -0.81  -0.001
O: 1.37 1.98 0.04  0.070
H: -0.07 6.42 -0.94  0.000
H: 0.30 4.12 -0.08  -0.002
H: 3.98 3.88 -2.18  0.000
H: 3.63 6.19 -3.09  0.000

- spin multiplicity = 2
- energy (eV) = -100810.140
- HOMO-LUMO gap (spin up / spin down) (eV) = 6.5 / 5.9
- charge = -1

***

Formula: C7H13N4
Source: OMol25
Level of theory: the ωB97M-V functional and the def2-TZVPD basis

Each line ends with the Löwdin charge.
Geometry (Å):
C: -1.07 -2.32 0.42  -0.195
C: 0.42 0.01 -0.23  0.126
C: -3.81 0.77 1.00  -0.055
C: 4.27 0.67 -1.30  -0.068
C: -3.48 0.31 -0.39  -0.162
C: 3.83 -0.06 0.02  -0.174
C: -1.67 -1.03 0.55  -0.100
N: -0.57 -3.36 0.42  0.238
N: 1.47 0.34 0.16  -0.078
N: -2.64 -0.90 -0.34  0.068
N: 2.64 0.67 0.54  -0.029
H: -2.94 1.13 1.48  0.069
H: -4.51 1.54 1.01  0.085
H: -4.16 -0.06 1.51  0.078
H: 3.46 0.85 -1.95  0.048
H: 4.60 1.72 -1.00  0.089
H: 5.20 0.00 -1.62  0.127
H: -4.44 0.04 -0.77  0.132
H: -3.00 1.03 -0.89  0.095
H: 3.68 -1.01 -0.24  0.075
H: 4.49 0.00 0.79  0.080
H: -1.80 -0.38 1.44  0.145
H: -2.81 -1.67 -1.09  0.234
H: 2.85 1.69 0.48  0.171

- energy (eV) = -13418.310
- HOMO-LUMO gap (eV) = 7.7
- charge = +1

***

Formula: C3H10N3
Source: OMol25
Level of theory: the ωB97M-V functional and the def2-TZVPD basis

Each line ends with the Löwdin charge.
Geometry (Å):
C: 0.54 -0.76 -0.59  -0.159
C: -1.50 -0.12 0.33  -0.149
C: 0.21 1.56 -0.01  -0.029
N: -0.25 0.23 0.22  -0.214
N: 1.67 -0.67 0.37  0.138
N: -1.83 -1.10 -0.42  0.177
H: 0.79 -0.37 -1.47  0.051
H: -2.10 0.51 0.97  0.165
H: 0.35 1.71 -1.03  0.085
H: -0.71 2.23 0.26  0.146
H: 0.94 1.80 0.75  0.096
H: 1.95 0.29 0.37  0.114
H: 2.39 -1.42 0.36  0.188
H: 1.28 -0.90 1.27  0.152
H: -2.79 -1.49 -0.59  0.183
H: -0.95 -1.50 -0.77  0.057

- energy (eV) = -7733.318
- HOMO-LUMO gap (eV) = 9.2
- charge = +1

***

Repeat the second record exactly.
Formula: C27H18Cl2N4OTaTe
Source: OMol25
Level of theory: the ωB97M-V functional and the def2-TZVPD basis

Each line ends with the Löwdin charge.
Geometry (Å):
Ta: -1.91 -1.06 -0.20  1.599
Cl: 0.54 -4.56 -2.50  0.854
C: 0.78 -4.18 -0.86  -0.566
C: 1.70 -4.91 -0.07  -0.057
C: 1.88 -4.61 1.25  -0.561
Cl: 2.99 -5.53 2.18  0.850
C: 1.17 -3.54 1.89  -0.133
C: 1.30 -3.14 3.23  0.062
C: 0.55 -2.07 3.69  0.016
C: -0.33 -1.42 2.82  -0.078
N: -0.48 -1.78 1.55  -0.023
C: 0.27 -2.83 1.09  -0.180
C: 0.09 -3.17 -0.25  -0.311
O: -0.83 -2.36 -0.87  -0.341
H: 2.25 -5.72 -0.53  0.134
H: 1.97 -3.66 3.89  0.126
H: 0.63 -1.73 4.71  0.137
H: -0.93 -0.59 3.18  0.134
Te: -3.51 -3.12 0.44  1.248
C: -5.41 -2.59 1.14  -0.636
C: -5.74 -2.85 2.47  -0.141
C: -7.06 -2.68 2.86  -0.036
C: -8.01 -2.27 1.93  -0.019
C: -7.66 -2.01 0.62  -0.039
C: -6.34 -2.16 0.20  -0.150
H: -5.00 -3.18 3.19  0.103
H: -7.34 -2.87 3.88  0.128
H: -9.04 -2.15 2.25  0.129
H: -8.41 -1.69 -0.10  0.127
H: -6.07 -1.94 -0.82  0.096
N: 2.92 3.71 -2.94  0.192
C: 3.86 4.68 -2.77  -0.146
C: 4.62 5.42 -3.68  0.011
C: 5.50 6.32 -3.11  -0.014
C: 5.66 6.48 -1.71  -0.031
C: 4.94 5.73 -0.82  0.022
C: 4.02 4.80 -1.37  -0.192
N: 3.21 3.93 -0.72  0.214
C: 2.55 3.29 -1.68  -0.272
C: 1.58 2.30 -1.37  -0.076
C: 0.90 1.53 -2.35  0.036
C: -0.03 0.62 -1.95  -0.120
N: -0.35 0.41 -0.63  -0.184
C: 0.32 1.15 0.31  -0.111
C: 1.26 2.07 -0.01  0.039
H: 2.57 3.37 -3.82  0.170
H: 4.56 5.30 -4.75  0.125
H: 6.09 6.94 -3.77  0.126
H: 6.37 7.21 -1.35  0.122
H: 5.02 5.85 0.25  0.127
H: 1.10 1.63 -3.40  0.130
H: -0.55 0.02 -2.68  0.123
H: 0.06 0.97 1.34  0.103
H: 1.76 2.64 0.76  0.133

- energy (eV) = -70160.504
- HOMO-LUMO gap (spin up / spin down) (eV) = 3.5 / 3.5
- charge = +3